The following is a DFT calculation (ωB97M-V/def2-TZVPD) of a cluster of 3 separate species, C5H12O2 in total.

```
! RIJCOSX wB97M-V def2-TZVPD def2/J DEFGRID3
* xyz 0 1
H 3.07 -0.30 1.09
H 1.72 1.16 -0.45
H -1.98 -0.89 0.48
C 0.46 -0.40 -1.20
O -0.57 0.66 2.23
C -0.46 0.39 -1.76
H 2.18 -1.73 0.55
H 2.56 -0.10 -1.33
H -0.34 1.47 -1.80
H 0.30 -1.48 -1.20
C 1.76 0.07 -0.60
O -3.02 0.81 0.82
H -1.50 0.83 1.99
H 1.34 -0.47 1.47
H -0.08 1.32 1.72
H -3.40 -0.48 -0.68
C -2.79 -0.20 0.20
H -1.35 -0.02 -2.23
C 2.11 -0.64 0.71
*
```

Values from the calculation:
Relative energy (zero: lowest compared OMol25 entry of this formula, charge and spin) in kcal per mole: 46.1
HOMO-LUMO gap in eV: 10.473
DFT total energy in Eh: -348.131383
Molecular weight in Da: 104.1